1.
DFT (ωB97M-V with the def2-TZVPD basis set) results for 2 unconnected molecules or ions with the total composition C2H8NO.

Each line ends with the natural charge from an NBO analysis.
Element x y z (Å)
O (1.75, 1.48, 0.05)  -1.3600
N (-0.78, 0.01, -0.12)  -0.6655
C (-1.33, -0.75, 0.98)  -0.4064
C (0.12, -0.81, -0.92)  -0.4104
H (-0.57, -1.24, 1.61)  0.1479
H (-0.44, -1.61, -1.41)  0.1415
H (-2.01, -1.53, 0.60)  0.1587
H (-1.91, -0.11, 1.65)  0.1785
H (0.58, -0.17, -1.66)  0.2267
H (0.95, -1.23, -0.33)  0.1656
H (-0.16, 0.74, 0.24)  0.4304
H (1.75, 2.39, -0.31)  0.3931

The value obtained for the total energy is -210.96386 a.u. The gap between HOMO and LUMO is 6.913 eV. Its charge is -1. Its HOMO energy is -2.53 eV.

=====

2.
DFT (ωB97M-V with the def2-TZVPD basis set) results for a molecular structure, C43H34AsBrN7O3RuS2Se.

Each line ends with the Löwdin spin population.
Element x y z (Å)
Ru (-0.01, 0.05, -0.15)  2.8511
Br (-2.47, -4.48, -1.84)  0.0008
Se (2.44, 3.71, -1.19)  0.2310
As (2.08, -0.55, -1.67)  0.1041
S (1.61, -0.54, 1.48)  0.3218
S (-2.20, 3.23, 2.18)  0.0124
O (-0.09, -0.76, -3.53)  0.0130
O (-0.88, -1.73, -1.69)  0.0789
O (-1.84, -0.23, 3.44)  0.0000
N (-0.44, -3.48, 0.48)  -0.0016
N (1.27, 4.47, -2.32)  0.2602
N (-0.61, 1.45, -1.66)  0.1116
N (-1.00, -1.54, 1.69)  0.0879
N (-1.41, -3.57, 2.60)  0.0011
N (1.43, 2.22, -0.95)  0.1751
N (-2.55, -0.01, -0.09)  0.0975
C (-1.92, 1.86, 1.18)  0.0389
C (2.48, 1.22, -3.95)  0.0008
C (2.95, -4.58, -0.71)  0.0002
C (-1.52, -2.18, -5.23)  0.0004
C (-1.60, -1.29, 2.92)  0.0053
C (4.13, 0.39, 1.86)  0.0244
C (-2.98, 1.04, 0.61)  0.0054
C (0.35, 2.40, -1.66)  -0.0084
C (5.41, 0.76, 1.46)  -0.0012
C (-2.85, -4.50, -4.58)  0.0002
C (4.53, -0.27, -5.08)  0.0014
C (-5.26, 0.41, 0.25)  -0.0031
C (-1.72, -4.99, 2.59)  0.0005
C (-1.93, -2.64, 3.57)  0.0042
C (4.13, 0.92, -5.67)  0.0001
C (3.53, -0.04, -0.45)  0.0265
C (-1.70, 1.64, -2.44)  0.1609
C (2.12, -3.18, -2.96)  0.0062
C (4.81, 0.33, -0.84)  0.0003
C (-0.95, -2.87, 1.55)  0.0056
C (-0.59, 1.56, 1.09)  -0.0060
C (-2.25, -3.74, -3.58)  0.0001
C (-0.76, -1.61, -2.96)  0.0056
C (-1.55, -2.56, -3.88)  0.0056
C (2.88, 0.03, -3.34)  0.0225
C (2.39, -2.48, -1.79)  0.0220
C (-1.88, 2.78, -3.19)  0.0410
C (3.90, -0.71, -3.92)  0.0054
C (-4.80, -0.70, -0.46)  0.0104
C (0.22, 2.47, 1.83)  0.0117
C (-2.79, -4.09, -5.90)  -0.0003
C (-3.43, -0.86, -0.60)  0.0064
C (-0.52, 3.42, 2.46)  -0.0031
C (3.10, 1.66, -5.11)  0.0001
C (-4.34, 1.29, 0.79)  0.0087
C (5.74, 0.73, 0.11)  0.0233
C (2.65, -5.27, -1.88)  0.0050
C (2.24, -4.57, -3.01)  0.0000
C (3.19, -0.01, 0.91)  0.0301
C (0.24, 3.64, -2.42)  -0.0046
C (-0.92, 3.81, -3.19)  0.1669
C (2.81, -3.19, -0.67)  0.0085
C (-2.13, -2.92, -6.23)  0.0003
H (-0.16, 4.23, 3.08)  -0.0001
H (3.28, -5.11, 0.17)  -0.0001
H (-3.36, -5.41, -4.31)  0.0000
H (5.33, -0.86, -5.51)  0.0002
H (6.74, 1.02, -0.21)  0.0015
H (1.30, 2.43, 1.88)  0.0028
H (4.62, 1.27, -6.58)  0.0000
H (-4.66, 2.15, 1.36)  0.0007
H (4.23, -1.63, -3.46)  0.0005
H (-6.32, 0.58, 0.38)  -0.0004
H (-2.42, 0.83, -2.46)  0.0081
H (3.04, -2.67, 0.25)  0.0042
H (-0.37, -2.95, -0.38)  -0.0007
H (3.85, 0.42, 2.91)  0.0021
H (-2.77, 2.87, -3.79)  -0.0011
H (-0.99, -1.27, -5.47)  0.0000
H (2.02, -5.09, -3.93)  0.0000
H (-1.43, -2.72, 4.54)  0.0003
H (-3.27, -4.69, -6.66)  0.0000
H (5.08, 0.33, -1.88)  0.0000
H (-2.62, -5.21, 2.02)  -0.0001
H (1.66, 1.79, -3.54)  -0.0012
H (-5.48, -1.41, -0.90)  0.0010
H (2.78, 2.59, -5.57)  -0.0001
H (-2.09, -2.59, -7.26)  0.0001
H (-0.89, -5.56, 2.18)  0.0000
H (-1.06, 4.71, -3.78)  0.0080
H (1.81, -2.65, -3.85)  0.0003
H (-1.87, -5.32, 3.62)  0.0002
H (2.74, -6.35, -1.92)  0.0004
H (-0.61, -4.47, 0.35)  -0.0001
H (-3.01, -2.74, 3.72)  0.0003
H (6.14, 1.08, 2.19)  -0.0005
H (-3.02, -1.70, -1.15)  0.0007

The value obtained for the total energy is -10370.47640 a.u. Its expectation value of S² is 8.8174. The gap between HOMO and LUMO (alpha / beta) is 5.715 / 5.810 eV. Its HOMO energy (alpha / beta) is -5.72 / -7.76 eV. As for the multiplicity: 6.

=====

3.
DFT (ωB97M-V with the def2-TZVPD basis set) results for a molecular structure, C4H8N2S2.

Each line ends with the natural charge from an NBO analysis.
Element x y z (Å)
S (2.53, -0.12, 1.12)  -0.0167
S (-2.57, 1.69, -0.10)  -0.1684
N (-0.53, -0.75, 1.28)  -0.8286
N (-0.94, -0.04, -1.60)  -0.5845
C (1.24, 0.97, 0.60)  -0.5509
C (-1.26, 0.68, -0.47)  0.1333
C (-0.09, 0.13, 0.18)  0.0235
C (0.21, -0.73, -1.15)  -0.2184
H (-1.61, -0.30, 1.62)  0.3917
H (1.14, -0.22, -1.73)  0.1976
H (1.66, 1.43, -0.32)  0.2286
H (-0.86, -1.70, 0.76)  0.3634
H (0.17, -1.87, -1.15)  0.2145
H (-1.71, -0.15, -2.46)  0.4126
H (1.80, -0.76, 2.15)  0.1666
H (0.82, 1.75, 1.26)  0.2354

The value obtained for the total energy is -1062.98922 a.u. The gap between HOMO and LUMO is 9.138 eV. Its HOMO energy is -8.67 eV.

=====

4.
DFT (ωB97M-V with the def2-TZVPD basis set) results for 6 unconnected molecules or ions with the total composition CH13O5S.

Each line ends with the natural charge from an NBO analysis.
Element x y z (Å)
S (1.20, -0.54, -0.37)  -0.7453
O (-0.95, 3.40, -3.02)  -0.9748
O (2.67, 1.64, 0.83)  -0.9800
O (-4.64, -1.75, 2.54)  -0.9483
O (1.02, -2.13, 2.57)  -0.9673
O (-0.93, 1.73, -1.13)  -0.9909
C (1.01, -2.12, -1.25)  -0.7088
H (-0.44, 2.31, -0.51)  0.4674
H (1.04, -3.00, -0.55)  0.1796
H (2.31, 0.72, 1.01)  0.4843
H (-4.15, -1.01, 3.03)  0.4751
H (-4.60, -1.48, 1.61)  0.4731
H (-0.50, 0.89, -0.93)  0.5144
H (2.11, 1.64, 0.02)  0.4680
H (-0.79, 4.14, -2.50)  0.4376
H (-1.30, 2.79, -2.28)  0.4952
H (0.24, -1.97, -1.91)  0.1949
H (1.31, -1.72, 1.77)  0.4915
H (0.26, -2.71, 2.20)  0.4546
H (1.81, -2.41, -1.83)  0.1797

The value obtained for the total energy is -820.29638 a.u. The gap between HOMO and LUMO is 6.798 eV. Its charge is -1. Its HOMO energy is -3.84 eV.

=====

5.
DFT (ωB97M-V with the def2-TZVPD basis set) results for a molecular structure, C21H21N2O5PdSe2Te2.

Each line ends with the Löwdin spin population.
Element x y z (Å)
Te (4.04, 1.33, -2.44)  0.4441
Te (3.43, 3.50, -0.77)  0.2179
Pd (1.90, 1.41, -0.89)  1.1323
Se (4.65, 3.21, 1.26)  0.6817
Se (2.11, -0.12, -2.98)  0.8104
O (-3.57, 2.10, 3.31)  0.0002
O (-1.27, -4.40, 0.00)  -0.0012
O (-4.30, 0.57, -2.72)  0.0002
O (0.64, -0.23, 0.01)  0.1888
O (3.39, 0.00, 0.21)  0.1259
N (0.12, 2.59, -1.73)  0.0892
N (0.69, 2.31, 0.87)  0.0967
C (-3.73, 1.67, -3.37)  0.0005
C (-2.29, 2.08, 3.90)  -0.0002
C (-2.37, 2.03, -2.81)  0.0031
C (-1.60, 2.23, 1.50)  0.0032
C (-0.90, 2.29, -0.92)  0.0097
C (0.88, -1.47, 0.05)  0.0197
C (-1.23, 2.16, 2.84)  -0.0015
C (-0.12, -3.72, 0.09)  0.0043
C (1.15, -4.28, 0.33)  0.0240
C (-1.30, 2.38, -3.63)  0.0043
C (2.19, -2.06, 0.29)  0.0301
C (3.37, -1.24, 0.38)  0.0126
C (4.70, -1.88, 0.68)  0.0082
C (-2.16, 2.00, -1.44)  0.0025
C (-0.61, 2.28, 0.53)  0.0069
C (1.05, 2.23, 2.14)  0.0123
C (-1.28, -5.80, 0.16)  0.0002
C (2.26, -3.46, 0.41)  -0.0009
C (-0.07, 2.65, -3.05)  0.0170
C (0.12, 2.14, 3.17)  0.0052
C (-0.22, -2.35, -0.09)  0.0326
H (4.64, -2.48, 1.59)  -0.0004
H (-0.87, -6.10, 1.13)  0.0001
H (-1.41, 2.44, -4.70)  0.0003
H (5.00, -2.51, -0.15)  0.0014
H (-3.85, -0.23, -2.99)  0.0000
H (-2.15, 1.15, 4.47)  -0.0001
H (1.28, -5.34, 0.44)  0.0013
H (-4.40, 2.52, -3.17)  0.0002
H (-1.18, -1.91, -0.26)  0.0010
H (-2.97, 1.72, -0.78)  0.0005
H (5.44, -1.10, 0.82)  0.0000
H (-2.16, 2.92, 4.59)  -0.0001
H (0.79, 2.92, -3.66)  0.0013
H (2.12, 2.24, 2.35)  0.0137
H (-4.24, 2.07, 4.00)  0.0000
H (-2.65, 2.25, 1.26)  0.0006
H (-0.73, -6.30, -0.64)  0.0000
H (-3.66, 1.53, -4.45)  0.0000
H (-2.33, -6.09, 0.11)  0.0000
H (3.22, -3.93, 0.57)  -0.0006
H (0.45, 2.07, 4.19)  0.0004

The value obtained for the total energy is -6765.06812 a.u. Its expectation value of S² is 6.0413. The gap between HOMO and LUMO (alpha / beta) is 6.416 / 4.454 eV. Its charge is +1. Its HOMO energy (alpha / beta) is -10.36 / -10.20 eV. As for the multiplicity: 5.

=====

> Number 4 is which compound?

CH13O5S

=====

> Number 2 is which compound?

C43H34AsBrN7O3RuS2Se